Computed, not measured: 2 unconnected molecules or ions with the total composition C13H22NO2, with wB97M-V/def2-TZVPD.

The geometry in ORCA input format:
```
! wB97M-V def2-TZVPD RIJCOSX def2/J DEFGRID3
* xyz 1 1
C 0.54 1.67 -1.71
C -0.56 1.34 -2.46
C -0.60 0.82 -3.74
C 0.45 0.51 -4.58
C 1.81 0.63 -4.36
C 2.44 1.10 -3.23
C 1.88 1.56 -2.05
H 0.34 2.07 -0.73
H -1.52 1.51 -1.99
H -1.59 0.62 -4.13
H 0.17 0.11 -5.54
H 2.45 0.33 -5.17
H 3.52 1.11 -3.27
H 2.58 1.87 -1.29
C -1.32 2.64 4.01
O -0.58 1.49 3.66
C 0.20 1.66 2.48
C 0.91 0.37 2.12
N -0.02 -0.72 1.86
C 0.60 -1.99 1.54
C -0.44 -3.04 1.24
O -1.24 -2.65 0.14
C -2.25 -3.58 -0.17
H -1.92 2.41 4.89
H -0.64 3.46 4.24
H -1.98 2.92 3.19
H -0.47 1.96 1.67
H 0.92 2.47 2.65
H 1.56 0.51 1.25
H 1.54 0.07 2.95
H -0.67 -0.47 1.11
H 1.25 -1.85 0.66
H 1.25 -2.29 2.37
H 0.03 -4.01 1.02
H -1.09 -3.18 2.11
H -2.83 -3.20 -1.01
H -1.81 -4.54 -0.44
H -2.91 -3.70 0.69
*
```

Summary:
Energy relative to the best compared isomer or geometry (same formula, charge and spin) ... 82.0 kcal/mol
LUMO level ... -5.55 eV

Computed, not measured: 6 unconnected molecules or ions with the total composition C31H45N5O8, with wB97M-V/def2-TZVPD.

The geometry in ORCA input format:
```
! wB97M-V def2-TZVPD RIJCOSX def2/J DEFGRID3
* xyz 0 1
O -2.42 -2.73 1.05
C -2.42 -2.81 -0.21
C -1.86 -1.68 -1.18
C -2.54 -0.25 -1.01
C -1.59 1.00 -0.88
C -2.18 2.43 -0.68
C -3.71 2.70 -0.61
C -4.65 1.48 -0.72
C -4.06 0.03 -0.92
C -5.12 -1.19 -0.98
O -4.99 -2.17 -1.75
C -6.34 -1.04 0.06
C -6.88 -2.28 0.85
C -8.04 -2.03 1.86
C -8.62 -0.59 2.05
C -8.08 0.65 1.27
C -6.94 0.40 0.26
C -6.26 1.58 -0.61
O -6.93 2.47 -1.18
H -2.86 -3.78 -0.68
H -1.84 -1.98 -2.30
H -0.74 -1.53 -0.90
H -0.46 0.89 -0.92
H -1.50 3.34 -0.57
H -4.15 3.75 -0.48
H -6.37 -3.28 0.66
H -8.43 -2.93 2.46
H -9.48 -0.46 2.80
H -8.50 1.71 1.41
C -0.58 -6.44 -0.01
C -1.30 -6.87 -1.26
O -1.05 -6.37 -2.36
N -2.24 -7.84 -1.16
C -2.68 -8.54 0.03
H 0.14 -5.66 -0.25
H -1.30 -6.03 0.71
H -0.05 -7.28 0.43
H -2.68 -8.08 -2.04
H -2.51 -9.61 -0.12
H -3.75 -8.37 0.16
H -2.15 -8.22 0.92
C 0.54 6.62 0.76
C 0.37 5.82 -0.50
O -0.64 5.16 -0.72
N 1.38 5.84 -1.41
C 2.64 6.55 -1.34
H -0.34 6.50 1.39
H 1.41 6.26 1.32
H 0.66 7.68 0.53
H 1.19 5.28 -2.23
H 2.70 7.22 -2.20
H 3.45 5.82 -1.41
H 2.74 7.12 -0.42
C 1.45 -3.16 1.42
C 2.02 -4.40 2.06
O 1.31 -5.30 2.49
N 3.38 -4.50 2.15
C 4.38 -3.56 1.70
H 0.36 -3.22 1.43
H 1.74 -2.27 1.99
H 1.79 -3.08 0.39
H 3.68 -5.36 2.59
H 5.02 -4.07 0.98
H 4.98 -3.27 2.56
H 3.95 -2.67 1.24
C 8.97 -2.69 2.37
C 7.99 -3.54 3.14
O 6.93 -3.91 2.65
N 8.31 -3.89 4.42
C 9.50 -3.55 5.17
H 8.57 -2.50 1.38
H 9.12 -1.74 2.88
H 9.92 -3.22 2.27
H 7.61 -4.46 4.87
H 10.00 -4.48 5.46
H 9.20 -3.01 6.07
H 10.20 -2.94 4.59
C 0.72 7.47 -4.67
C 1.23 8.87 -4.43
O 2.43 9.12 -4.38
N 0.32 9.86 -4.26
C -1.13 9.77 -4.29
H 1.57 6.79 -4.79
H 0.12 7.14 -3.83
H 0.13 7.44 -5.59
H 0.74 10.77 -4.10
H -1.50 10.42 -5.08
H -1.51 10.12 -3.33
H -1.47 8.75 -4.47
*
```

Summary:
SMILES string ... O=CCc1cccc2c1C(=O)c1ccccc1C2=O.CNC(C)=O.CNC(C)=O.CNC(C)=O.CNC(C)=O.CNC(C)=O
LUMO level ... -0.77 eV

Computed, not measured: a molecular structure, C25H22N5OPRuS2, with wB97M-V/def2-TZVPD.

The geometry in ORCA input format:
```
! wB97M-V def2-TZVPD RIJCOSX def2/J DEFGRID3
* xyz 4 5
Ru 9.86 10.72 9.13
O 11.26 10.63 11.53
N 10.35 11.53 10.93
C 10.10 12.59 11.61
C 9.34 13.76 11.16
C 9.31 14.77 12.09
C 8.80 16.04 11.80
C 8.16 16.18 10.59
C 8.21 15.18 9.62
C 8.80 13.98 9.90
P 8.80 12.77 8.60
C 10.38 12.75 7.62
C 11.56 13.01 8.37
C 12.82 12.86 7.85
C 12.93 12.39 6.54
C 11.78 12.05 5.75
C 10.52 12.24 6.28
C 7.23 12.92 7.75
C 7.16 12.74 6.36
C 5.99 12.92 5.63
C 4.88 13.31 6.32
C 4.91 13.59 7.71
C 6.08 13.38 8.43
H 11.22 10.74 12.53
H 10.59 12.67 12.56
H 9.79 14.63 13.04
H 8.94 16.92 12.49
H 7.68 17.12 10.34
H 7.73 15.34 8.65
H 11.44 13.33 9.37
H 13.73 13.12 8.43
H 13.88 12.12 6.12
H 11.90 11.55 4.80
H 9.67 11.94 5.70
H 8.02 12.44 5.79
H 5.92 12.73 4.58
H 3.99 13.46 5.74
H 4.01 13.98 8.19
H 6.04 13.60 9.50
N 13.49 9.37 9.00
C 12.52 8.79 8.31
N 11.22 9.13 8.26
C 10.58 8.31 7.39
C 11.36 7.35 6.77
S 12.96 7.49 7.27
C 9.16 8.44 7.29
C 8.28 7.71 6.49
S 6.69 8.23 6.69
C 7.26 9.49 7.82
N 8.60 9.49 7.95
N 6.41 10.25 8.48
H 13.24 10.01 9.75
H 14.41 8.95 8.96
H 11.09 6.63 6.01
H 8.44 6.84 5.83
H 5.40 10.16 8.37
H 6.75 10.84 9.24
*
```

Summary:
Energy relative to the best compared isomer or geometry (same formula, charge and spin) ... 35.0 kcal/mol
⟨S²⟩ ... 6.07
LUMO level (spin up / spin down) ... -12.14 / -16.13 eV

Computed, not measured: 4 unconnected molecules or ions with the total composition C4H13NO3, with wB97M-V/def2-TZVPD.

The geometry in ORCA input format:
```
! wB97M-V def2-TZVPD RIJCOSX def2/J DEFGRID3
* xyz 0 1
N -0.32 -2.15 -0.23
C 0.63 -1.28 -0.72
C 1.42 -0.48 0.01
C 2.16 0.68 -0.45
C 1.66 1.41 -1.45
H -0.31 -3.03 -0.71
H -0.18 -2.29 0.78
H 0.61 -1.11 -1.81
H 1.58 -0.56 1.09
H 3.10 0.97 -0.02
H 2.24 2.29 -1.67
H 0.80 1.27 -2.10
H -0.95 2.42 -0.73
H -1.04 1.53 -2.05
O -1.39 1.70 -1.17
H -2.00 -0.40 0.29
H -3.02 -1.05 1.21
O -2.58 -0.21 1.05
H -0.63 -0.48 2.98
H -0.73 0.43 1.75
O -0.13 0.16 2.45
*
```

Summary:
SMILES string ... C=C/C=C/N.O.O.O
Energy relative to the best compared isomer or geometry (same formula, charge and spin) ... 60.1 kcal/mol
LUMO level ... 0.72 eV

Computed, not measured: a molecular structure, C17H10BrN3OReS, with wB97M-V/def2-TZVPD.

The geometry in ORCA input format:
```
! wB97M-V def2-TZVPD RIJCOSX def2/J DEFGRID3
* xyz 2 4
Re 0.11 -0.26 -0.27
Br -0.25 -5.14 5.16
C -0.52 -3.74 3.94
C -1.82 -3.49 3.45
C -2.04 -2.50 2.52
C -0.98 -1.74 2.01
O -1.25 -0.79 1.14
C 0.34 -1.95 2.55
C 1.40 -1.06 2.28
N 1.44 -0.20 1.29
C 2.32 0.91 1.22
C 3.52 1.08 1.87
C 4.23 2.28 1.72
C 3.75 3.31 0.95
C 2.52 3.16 0.26
C 1.93 4.15 -0.55
C 0.73 3.90 -1.19
C 0.12 2.67 -1.02
N 0.64 1.70 -0.26
C 1.83 1.94 0.39
C 0.53 -2.96 3.53
H -2.65 -4.08 3.82
H -3.03 -2.29 2.15
H 2.21 -1.05 3.00
H 3.94 0.30 2.49
H 5.18 2.40 2.23
H 4.30 4.23 0.85
H 2.42 5.11 -0.67
H 0.26 4.65 -1.81
H -0.83 2.45 -1.51
H 1.51 -3.12 3.94
S 0.01 -4.34 -2.46
C 0.00 -3.03 -1.65
N -0.02 -2.00 -0.99
*
```

Summary:
⟨S²⟩ ... 3.79
LUMO level (spin up / spin down) ... -8.63 / -9.00 eV

Computed, not measured: a molecular structure, C25H27F3N5ORuS2, with wB97M-V/def2-TZVPD.

The geometry in ORCA input format:
```
! wB97M-V def2-TZVPD RIJCOSX def2/J DEFGRID3
* xyz 1 1
Ru -0.05 -1.50 0.01
N -3.05 0.27 2.60
C -2.00 -0.01 1.82
S -2.28 -0.97 0.38
N -0.83 0.45 2.17
N 0.13 0.10 1.27
C 1.17 0.84 1.17
C 2.04 0.52 0.05
C 3.16 1.25 -0.31
C 3.82 0.91 -1.48
C 3.33 -0.12 -2.25
C 2.21 -0.82 -1.84
N 1.58 -0.50 -0.71
H -3.98 -0.03 2.34
H -2.95 0.92 3.36
H 1.30 1.70 1.80
H 3.49 2.06 0.32
H 4.70 1.46 -1.78
H 3.82 -0.41 -3.18
H 1.80 -1.65 -2.39
F 2.46 -6.52 3.01
C 2.30 -5.62 2.04
F 3.50 -5.10 1.76
F 1.87 -6.27 0.95
C 1.32 -4.55 2.45
C 0.67 -4.57 3.66
C -0.25 -3.57 3.97
C -0.49 -2.58 3.05
N 0.16 -2.54 1.87
C 1.05 -3.50 1.57
S 1.65 -3.17 0.00
H 0.87 -5.37 4.36
H -0.78 -3.56 4.91
H -1.21 -1.80 3.24
C -0.25 0.58 -4.04
C -1.44 0.76 -3.10
C -1.04 1.49 -1.81
C -2.22 -0.54 -2.92
C -3.52 -0.57 -3.40
C -4.26 -1.74 -3.42
C -3.68 -2.92 -2.98
C -2.40 -2.95 -2.46
C -1.84 -4.31 -2.05
C -1.78 -4.52 -0.54
C -0.52 -4.66 -2.73
C -1.70 -1.73 -2.41
O -0.42 -1.70 -1.84
H 0.29 1.52 -4.17
H -0.59 0.25 -5.02
H 0.45 -0.16 -3.67
H -2.13 1.42 -3.61
H -0.21 1.00 -1.30
H -1.88 1.56 -1.12
H -0.71 2.50 -2.06
H -3.95 0.34 -3.80
H -5.27 -1.74 -3.80
H -4.24 -3.84 -3.03
H -2.58 -5.02 -2.42
H -0.99 -3.93 -0.08
H -1.57 -5.56 -0.31
H -2.73 -4.24 -0.06
H 0.27 -3.95 -2.47
H -0.64 -4.66 -3.82
H -0.19 -5.65 -2.43
*
```

Summary:
Energy relative to the best compared isomer or geometry (same formula, charge and spin) ... 0.0 kcal/mol
LUMO level ... -4.64 eV